Below is one molecule with the formula C4H12N2, with properties calculated with ωB97M-V/def2-TZVPD.

Output
* LUMO energy: 1.119 eV
* ΔE to the lowest compared entry with this formula, charge and spin: 71.03 kJ/mol
* highest occupied orbital energy: -8.989 eV

Atoms and positions in Å:
C 0.963 -0.407 1.902
C 0.203 -0.589 0.590
C 0.452 0.569 -0.388
C -0.589 0.703 -1.477
N -1.555 1.781 -1.116
N 0.680 -1.788 -0.047
H 1.958 -0.818 1.741
H 0.426 -0.761 2.779
H 1.113 0.637 2.211
H -0.888 -0.602 0.783
H 0.577 1.552 0.078
H 1.453 0.406 -0.805
H -1.236 -0.196 -1.509
H -0.279 0.844 -2.508
H -2.418 1.666 -1.649
H -1.919 1.669 -0.177
H 0.323 -2.059 -0.949
H 0.735 -2.605 0.541

Below is one molecule with the formula C11H11N3O3, with properties calculated with ωB97M-V/def2-TZVPD.

Output
* LUMO energy: -0.076 eV
* ΔE to the lowest compared entry with this formula, charge and spin: 427.09 kJ/mol
* highest occupied orbital energy: -8.993 eV

Atoms and positions in Å:
O 1.357 -0.748 -4.598
O -0.045 1.028 -0.917
N 1.556 -1.781 -1.883
O -0.003 0.904 -3.949
C 0.807 -0.178 -3.718
C 0.441 -0.153 -1.085
C 0.871 -0.755 -2.321
C -1.946 0.368 4.368
C -1.572 1.393 3.515
C -1.450 -0.882 4.126
C -0.617 1.180 2.440
C -0.479 -1.086 3.079
C -0.043 -0.065 2.235
N 1.559 -1.925 -0.588
N 0.851 -0.891 -0.001
C 0.019 1.326 -5.361
C 1.069 -0.257 1.239
H -2.844 0.508 5.065
H -1.919 2.347 3.880
H -1.857 -1.663 4.708
H -0.347 2.145 1.902
H -0.268 -2.157 2.856
H 1.323 -2.928 -0.249
H -0.372 2.334 -5.341
H 0.924 1.610 -5.849
H -0.466 0.677 -6.139
H 1.799 -0.991 1.652
H 1.653 0.642 0.934

Below is a 2-piece molecular cluster, H6IP5 overall, with properties calculated with ωB97M-V/def2-TZVPD.

Output
* LUMO energy (alpha / beta): -2.735 / -2.745 eV
* ΔE to the lowest compared entry with this formula, charge and spin: 225.48 kJ/mol
* highest occupied orbital energy (alpha / beta): -8.390 / -8.369 eV

Atoms and positions in Å:
P -1.262 0.530 1.660
P 1.854 -1.053 1.208
P -1.692 -0.035 -2.496
P -0.271 -0.978 0.514
P 0.170 -0.297 -1.451
I 1.678 2.817 -0.574
H -1.041 -0.206 2.968
H -0.085 1.400 1.708
H 2.413 -1.822 0.243
H 1.347 -2.096 1.987
H -0.900 0.603 -3.485
H -2.212 1.136 -2.282

Below is C31H39N3OZn as an isolated structure, with properties calculated with ωB97M-V/def2-TZVPD.

Output
* charge: -2
* LUMO energy: 4.011 eV
* highest occupied orbital energy: 2.619 eV

Atoms and positions in Å:
Zn -0.156 -0.063 0.821
N 0.802 -2.943 3.187
N 0.425 -2.069 -0.556
C 1.270 2.048 0.126
C 2.392 1.246 0.480
C 2.207 0.776 1.813
C 3.094 -0.098 2.618
H 3.999 -0.370 2.062
H 2.574 -1.026 2.910
H 3.397 0.404 3.548
C 0.950 1.256 2.289
C 0.538 1.284 3.715
H 1.060 2.084 4.269
H 0.783 0.336 4.213
H -0.538 1.465 3.818
C 0.337 2.028 1.222
C -0.799 2.966 1.426
H -1.579 2.502 2.044
H -1.253 3.257 0.470
H -0.471 3.888 1.935
C 3.564 0.972 -0.384
H 4.333 1.753 -0.271
H 3.279 0.939 -1.446
H 4.025 0.009 -0.126
C 1.107 2.843 -1.113
H 0.051 3.084 -1.293
H 1.472 2.295 -1.993
H 1.662 3.794 -1.055
C 0.251 -3.721 4.113
H 0.764 -3.799 5.079
C -0.949 -4.423 3.921
H -1.371 -5.004 4.740
C -1.569 -4.354 2.674
H -2.491 -4.897 2.460
C -0.984 -3.583 1.677
H -1.384 -3.488 0.672
C 0.206 -2.882 1.969
C 0.798 -1.937 1.055
H 1.883 -1.861 1.118
C -0.089 -0.933 -1.047
C 0.801 -2.920 -1.576
H 1.215 -3.888 -1.376
C 0.524 -2.299 -2.737
H 0.645 -2.623 -3.753
N 0.024 -1.025 -2.404
C -0.158 0.056 -3.304
C 0.836 0.383 -4.252
C 0.625 1.503 -5.066
H 1.370 1.748 -5.828
C -0.493 2.320 -4.916
C -0.712 3.490 -5.826
H -1.263 4.285 -5.314
H -1.291 3.208 -6.715
H 0.244 3.895 -6.174
C -1.418 2.017 -3.914
H -2.284 2.664 -3.761
C -1.268 0.889 -3.106
C -2.269 0.568 -2.047
H -2.663 -0.454 -2.127
H -3.106 1.269 -2.136
H -1.846 0.684 -1.035
C 2.127 -0.365 -4.349
H 1.988 -1.402 -4.675
H 2.693 -0.368 -3.405
H 2.756 0.136 -5.096
C -4.178 -0.696 2.588
C -2.700 -0.585 2.669
C -2.121 -0.900 3.995
O -2.043 -0.227 1.659
H -4.473 -1.719 2.855
H -4.529 -0.447 1.584
H -4.621 -0.022 3.333
H -1.027 -0.927 3.996
H -2.476 -0.151 4.724
H -2.500 -1.876 4.331

| no. | largest force on an atom (eV/A) | electronic energy (eV) |
| --- | --- | --- |
| 1 | 2.45 | -7322.29257 |
| 2 | 7.15 | -22194.49467 |
| 3 | 3.41 | -54638.94424 |
| 4 | 2.84 | -87711.26270 |